Below is C31H37EuFN8O6S as an isolated structure at a distorted geometry, with properties calculated with the ωB97M-V functional and the def2-TZVPD basis.

```
85
Properties=species:S:1:pos:R:3:forces:R:3:lowdin_spin:R:1
Eu 1.3097 -1.4693 -0.7668 0.7 -1.6 1.5 6.070
F -1.8570 4.5812 -0.3230 0.2 0.2 -0.1 0.002
C -2.5226 3.4152 -0.2914 0.3 -1.1 -0.2 0.002
C -1.7813 2.2549 -0.4690 -0.8 0.7 0.3 0.000
C -2.4269 1.0166 -0.4722 0.3 -1.1 -0.1 0.000
C -1.6175 -0.2130 -0.6692 -2.6 -0.5 0.2 0.001
O -0.4017 -0.1063 -0.7668 0.2 1.1 -0.4 -0.005
C -2.3452 -1.4884 -0.7723 1.5 1.5 0.1 0.001
C -3.6760 -1.4625 -0.6068 -1.6 0.5 0.3 0.000
N -4.4460 -0.3497 -0.3182 0.5 -0.2 -0.1 0.000
C -5.9113 -0.5130 -0.3309 0.3 0.2 -0.1 0.000
C -6.7659 -0.1897 0.8707 0.1 0.1 0.0 0.000
C -6.6003 -1.6126 0.4427 0.4 -0.1 0.0 0.000
C -3.8195 0.9272 -0.3056 -0.5 0.0 0.0 0.000
C -4.5382 2.1236 -0.1209 0.2 0.0 0.0 0.001
C -3.9201 3.3920 -0.1113 -0.3 -0.7 0.2 0.003
N -4.7171 4.5380 0.1241 0.2 -0.4 0.0 0.005
C -5.7994 4.7309 -0.8669 -0.1 1.0 0.5 0.027
C -6.8109 5.7713 -0.3447 0.6 -0.1 0.1 0.120
N -6.1072 7.0504 0.0412 0.8 -1.9 0.5 0.166
C -5.0092 6.8125 1.0516 -0.2 -0.5 -0.3 0.113
C -4.0078 5.7749 0.5142 -0.9 0.4 -0.3 0.026
C -1.6255 -2.7990 -1.0513 -3.0 -1.6 -0.9 0.000
O -2.3574 -3.7271 -1.5121 1.9 1.8 1.0 0.000
O -0.3989 -2.8303 -0.7668 -0.6 -0.6 -0.4 -0.011
H -0.7051 2.3161 -0.6086 -0.4 -0.1 0.0 0.000
H -4.2373 -2.3914 -0.6919 0.1 0.2 0.0 0.000
H -6.3247 -0.3004 -1.3143 0.0 0.1 0.2 0.000
H -7.7268 0.2777 0.7000 0.1 0.1 0.0 0.000
H -6.2703 0.1104 1.7866 0.1 0.0 -0.1 0.000
H -7.4334 -2.1133 -0.0356 0.1 0.1 -0.1 0.000
H -5.9971 -2.2614 1.0685 0.0 0.1 -0.1 0.000
H -5.6055 2.0615 0.0589 0.1 0.1 0.0 0.000
H -6.3523 3.8076 -1.0692 0.3 0.1 0.2 0.004
H -5.3707 5.0759 -1.8166 -0.1 0.0 0.0 0.017
H -7.3249 5.4144 0.5543 0.1 0.0 -0.2 0.024
H -7.5487 6.0331 -1.1083 0.1 0.0 0.0 0.051
H -6.7870 7.7174 0.4249 -0.9 0.9 0.4 0.187
H -5.7008 7.4796 -0.7997 0.2 0.5 -0.7 0.158
H -5.4961 6.4676 1.9698 0.1 0.1 -0.2 0.023
H -4.5289 7.7787 1.2309 0.0 -0.1 -0.1 0.048
H -3.2799 5.5750 1.3093 -0.2 -0.1 -0.2 0.004
H -3.4875 6.2039 -0.3514 0.0 0.1 0.2 0.017
N 8.7468 -1.1982 3.7052 -0.1 0.4 -0.2 0.000
C 7.8970 -1.2826 2.5887 -0.2 -0.9 0.1 0.000
C 6.5080 -1.3051 2.7637 -0.2 0.1 -0.5 0.000
C 5.6533 -1.5033 1.6754 0.7 0.0 0.0 0.000
C 6.1981 -1.7160 0.4099 -0.8 0.5 0.1 0.000
C 7.5807 -1.7599 0.2285 -0.2 0.0 0.4 0.000
C 8.4249 -1.5687 1.3248 -0.5 0.1 -0.5 0.000
S 5.1186 -2.0053 -1.0218 4.3 -0.8 -0.1 -0.001
O 5.0799 -3.4708 -1.0111 -1.4 1.2 -0.4 0.000
O 5.8920 -1.4495 -2.1346 -1.6 -0.1 0.6 0.000
N 3.6943 -1.3464 -0.7668 -2.6 2.9 -0.3 -0.008
C 3.4725 0.0833 -0.6976 1.5 1.3 0.4 0.000
N 4.5865 0.8026 -0.4939 -0.7 1.0 -0.1 0.000
C 4.4757 2.1430 -0.4148 0.6 -1.1 0.0 0.000
C 3.2949 2.8464 -0.4981 0.1 0.2 0.0 0.000
C 2.1570 2.1018 -0.6723 0.0 -1.3 0.0 0.000
N 2.1655 0.7669 -0.7668 3.2 -2.1 -0.3 -0.008
H 8.3325 -0.6693 4.4650 0.3 -0.1 -0.1 0.000
H 9.6729 -0.8652 3.4591 -0.2 0.0 0.3 0.000
H 6.0743 -1.1660 3.7486 0.1 0.0 0.0 0.000
H 4.5776 -1.5020 1.8182 0.0 0.0 0.0 0.000
H 7.9870 -1.9669 -0.7574 -0.1 0.1 0.2 0.000
H 9.4971 -1.6445 1.1771 0.0 0.1 0.1 0.000
H 5.4215 2.6575 -0.2762 0.0 0.0 0.0 0.000
H 3.2695 3.9231 -0.4298 0.0 0.0 0.0 0.000
H 1.1802 2.5648 -0.7452 0.1 -0.1 0.0 0.000
C 3.1543 -7.0509 -0.7103 -0.4 0.1 -0.6 0.000
N 2.9058 -5.6670 -0.3443 -0.9 1.5 -0.6 0.000
C 3.4405 -5.1806 0.9164 -0.1 0.7 0.4 0.000
C 2.1879 -4.7698 -1.1201 1.1 -2.0 0.5 0.000
C 1.6185 -5.2432 -2.4364 0.1 -0.2 0.0 0.000
O 2.0029 -3.6027 -0.7668 0.8 -1.0 0.1 -0.008
H 3.7418 -7.5659 0.0543 -0.2 0.3 -0.1 0.000
H 3.7028 -7.0769 -1.6564 0.0 -0.3 0.1 0.000
H 2.1968 -7.5662 -0.8288 0.2 -0.2 0.0 0.000
H 3.9873 -5.9623 1.4494 -0.2 0.0 -0.3 0.000
H 2.6140 -4.8284 1.5417 0.2 0.0 0.1 0.000
H 4.1140 -4.3410 0.7175 -0.1 -0.2 0.2 0.000
H 1.8299 -6.2860 -2.6682 0.0 0.1 0.1 0.000
H 2.0365 -4.6275 -3.2383 -0.1 0.0 0.1 0.000
H 0.5322 -5.1163 -2.4116 0.1 0.2 0.0 0.000
H 1.3097 -1.4693 1.3408 0.0 0.2 -0.5 -0.033
```
Forces are in eV/Å.

Output
ΔE to the lowest compared entry with this formula, charge and spin: 0.000 eV
Charge: 0
HOMO-LUMO gap (spin up / spin down): 2.94 / 7.04 eV
Lowest unoccupied orbital energy (spin up / spin down): -0.653 / -0.645 eV
HOMO (spin up / spin down): -3.60 / -7.69 eV
M: 820.72 g mol⁻¹
Spin multiplicity: 8
E_tot: -89830.58396 eV